1.
{
  "formula": "C35H43ClMnN2Si2",
  "method": "ωB97M-V/def2-TZVPD",
  "elements": ["C", "C", "C", "H", "C", "C", "H", "H", "H", "H", "Mn", "Si", "C", "C", "H", "C", "H", "C", "H", "C", "H", "C", "H", "C", "C", "H", "C", "H", "C", "H", "C", "H", "C", "H", "H", "Si", "C", "C", "H", "C", "H", "C", "H", "C", "H", "C", "H", "C", "C", "H", "C", "H", "C", "H", "C", "H", "C", "H", "H", "Cl", "C", "N", "C", "C", "C", "N", "C", "C", "H", "H", "H", "H", "H", "H", "H", "H", "H", "H", "H", "H", "H", "H", "H", "H"],
  "coordinates": [[-1.75959, -0.74762, 5.36809], [-2.59409, -0.12072, 4.41099], [-2.67829, -0.96592, 3.28149], [-3.07949, 0.83448, 4.52459], [-1.89679, -2.11782, 3.53549], [-1.33159, -1.98022, 4.82279], [-0.68199, -2.69132, 5.30499], [-1.50139, -0.35822, 6.33909], [-3.24329, -0.77852, 2.38539], [-1.74089, -2.93192, 2.84849], [-0.51119, -0.30852, 3.50889], [2.81601, 0.09498, -5.17331], [1.82121, 1.60098, -5.66921], [2.22941, 2.41988, -6.72411], [3.12481, 2.17328, -7.28211], [1.50091, 3.54698, -7.07821], [1.83221, 4.16828, -7.90011], [0.34641, 3.87318, -6.38161], [-0.22449, 4.75038, -6.65731], [-0.07749, 3.06818, -5.33281], [-0.97999, 3.31708, -4.78971], [0.65331, 1.94348, -4.98191], [0.30361, 1.31818, -4.16921], [1.89711, -1.47722, -5.60601], [0.69111, -1.42842, -6.31091], [0.26781, -0.47052, -6.58811], [0.01591, -2.59052, -6.65141], [-0.91739, -2.53282, -7.19641], [0.53501, -3.82692, -6.29141], [0.00781, -4.73442, -6.55541], [1.72881, -3.89512, -5.58801], [2.13451, -4.85612, -5.30021], [2.40131, -2.72952, -5.24851], [3.32861, -2.79802, -4.69211], [3.08671, 0.07308, -3.70991], [-0.41179, -0.10182, 1.03699], [-0.92489, -1.68702, 0.13669], [-1.99859, -1.67862, -0.75731], [-2.43999, -0.73502, -1.05411], [-2.50329, -2.85692, -1.29171], [-3.33259, -2.82162, -1.98731], [-1.93689, -4.07592, -0.94931], [-2.32619, -4.99562, -1.36721], [-0.86469, -4.10632, -0.06611], [-0.40879, -5.05252, 0.19819], [-0.37279, -2.92672, 0.47059], [0.46751, -2.96892, 1.15169], [-1.47359, 1.25028, 0.22689], [-2.70219, 1.59948, 0.78939], [-3.01419, 1.12348, 1.71169], [-3.52469, 2.55348, 0.20399], [-4.47409, 2.80608, 0.66009], [-3.12589, 3.18468, -0.96511], [-3.76029, 3.93168, -1.42521], [-1.90689, 2.85148, -1.54261], [-1.59029, 3.34038, -2.45541], [-1.09539, 1.89318, -0.95401], [-0.14769, 1.64338, -1.41391], [4.12981, 0.17238, -5.86881], [1.56201, 0.30358, 0.16539], [1.89771, -1.08812, 4.67909], [0.78231, -0.38032, 5.35529], [0.81961, -1.11632, 6.68999], [0.86571, 1.04588, 5.82559], [0.55281, 2.06308, 4.75489], [0.90311, 1.48288, 3.48449], [0.59761, 2.52008, 2.46109], [2.41891, 1.39608, 3.43859], [1.70971, -2.18732, 4.67209], [2.89041, -0.92642, 5.15239], [1.86261, -0.93912, 3.59019], [0.10471, -0.76252, 7.46169], [0.75831, -2.21732, 6.65089], [1.79311, -0.92222, 7.20349], [0.08601, 1.27748, 6.59429], [1.83851, 1.25318, 6.31759], [-0.54069, 2.27378, 4.72679], [1.08201, 3.02248, 4.98389], [1.00821, 3.51858, 2.74779], [1.12221, 2.34208, 1.50759], [-0.48369, 2.62728, 2.29249], [2.91221, 1.08608, 4.37779], [2.78271, 0.75278, 2.61279], [2.90741, 2.38928, 3.31329]],
  "forces_ev_per_a": [[-1.168, -0.087, -0.380], [-0.206, 0.023, 0.480], [0.111, 0.805, -0.360], [-0.095, 0.046, 0.015], [0.790, -0.419, 0.600], [-0.852, -0.776, -0.176], [-0.096, -0.054, -0.109], [-0.189, 0.018, -0.140], [-0.105, -0.100, -0.050], [-0.041, -0.096, -0.035], [0.205, 0.551, -0.280], [0.142, -0.033, -0.030], [0.063, -0.018, 0.129], [-0.025, -0.056, 0.044], [0.032, 0.005, 0.023], [-0.063, 0.015, -0.010], [-0.001, 0.003, 0.002], [0.031, 0.003, -0.007], [0.004, 0.005, 0.001], [0.006, -0.023, 0.006], [-0.043, 0.009, -0.025], [0.028, 0.067, -0.088], [-0.014, -0.043, 0.082], [-0.088, 0.053, -0.108], [0.081, 0.009, 0.080], [0.019, 0.019, -0.046], [-0.029, -0.127, 0.017], [-0.007, -0.001, -0.013], [-0.051, 0.074, -0.022], [0.003, -0.009, -0.013], [0.054, 0.042, 0.058], [0.015, -0.017, -0.008], [-0.074, 0.001, -0.010], [0.053, -0.020, 0.008], [-0.047, 0.090, -0.063], [0.341, -0.275, -2.323], [-0.166, -0.053, 0.539], [-0.004, 0.197, -0.011], [-0.068, -0.030, 0.026], [0.076, -0.090, -0.087], [0.022, 0.019, 0.019], [-0.028, 0.105, 0.049], [0.014, 0.020, 0.014], [0.104, -0.056, -0.019], [-0.001, 0.018, 0.000], [0.009, 0.025, -0.068], [0.112, -0.056, 0.112], [0.015, 0.081, 0.507], [0.023, 0.049, 0.085], [-0.096, 0.129, -0.013], [-0.050, -0.015, 0.015], [0.026, -0.015, -0.003], [0.044, -0.040, 0.001], [0.015, -0.013, 0.021], [-0.118, -0.026, 0.022], [0.030, -0.026, 0.028], [0.262, -0.100, 0.014], [0.003, 0.043, -0.041], [-0.130, -0.052, 0.041], [-0.738, -0.515, 0.709], [0.252, -0.687, -0.850], [1.159, -0.785, 2.922], [0.188, 0.033, 1.349], [0.362, 0.488, 0.717], [-0.594, 0.281, 0.695], [1.917, 1.327, -1.332], [0.089, 1.077, -0.807], [1.181, 0.187, -0.036], [-0.141, 0.705, 0.743], [-0.504, 0.055, -0.575], [0.632, 0.599, 0.253], [0.032, -0.091, -0.890], [-0.172, 0.626, -0.482], [-0.361, 0.007, -0.656], [0.673, -0.985, -0.290], [-0.353, -0.226, -0.299], [0.603, 0.001, 0.075], [-0.351, -0.605, -0.372], [-0.377, -0.660, 0.334], [-0.558, -0.401, 0.472], [0.356, -0.129, 0.097], [-0.814, -0.269, -0.444], [-0.480, 0.406, 0.481], [-0.887, -0.236, -0.311]],
  "total_charge": 1,
  "spin_multiplicity": 5,
  "mol_weight_g_mol": 638.31,
  "e_lumo_ha": [-0.1684, -0.1180]
}

***

2.
{
  "formula": "C3H10N2O",
  "method": "ωB97M-V/def2-TZVPD",
  "elements": ["N", "C", "C", "O", "C", "N", "H", "H", "H", "H", "H", "H", "H", "H", "H", "H"],
  "coordinates": [[0.10223, 1.12044, 1.43969], [0.27163, 0.22299, 0.30660], [-0.40393, -1.14272, 0.44001], [-0.40846, -1.62331, 1.78057], [-0.16145, 0.89939, -0.98042], [0.07313, 0.02009, -2.11501], [-0.81128, 1.01995, 1.86255], [0.77098, 0.90962, 2.16764], [1.34820, 0.05867, 0.18707], [-1.45839, -1.11622, 0.15451], [0.08416, -1.87436, -0.20901], [0.50410, -1.68307, 2.09195], [-1.22594, 1.14778, -0.95191], [0.34622, 1.86553, -1.05678], [-0.06021, 0.49616, -3.00377], [1.02901, -0.32093, -2.11369]],
  "forces_ev_per_a": [[0.032, 0.129, -0.010], [0.070, 0.058, -0.223], [-0.080, -0.443, 0.315], [0.235, -0.039, 0.176], [-0.153, 0.519, -0.224], [0.075, -0.218, -0.438], [-0.105, -0.049, -0.060], [-0.038, -0.010, 0.006], [0.123, -0.054, 0.185], [0.070, 0.217, -0.055], [-0.060, 0.094, -0.106], [-0.185, -0.043, -0.072], [-0.105, -0.172, 0.152], [0.187, 0.006, 0.089], [-0.050, -0.065, 0.266], [-0.017, 0.073, 0.000]],
  "mol_weight_g_mol": 90.13,
  "de_lowest_ev": 1.049,
  "smiles": "NC[C@@H](N)CO",
  "e_lumo_ha": 0.0300
}

***

3.
{
  "formula": "C36H63N13O7Os",
  "method": "ωB97M-V/def2-TZVPD",
  "elements": ["Os", "C", "N", "C", "C", "N", "C", "C", "N", "C", "C", "N", "C", "N", "C", "C", "N", "C", "C", "C", "C", "N", "C", "N", "C", "C", "N", "C", "C", "N", "C", "C", "H", "H", "H", "H", "H", "H", "H", "H", "H", "H", "H", "H", "H", "H", "H", "H", "H", "H", "H", "H", "H", "H", "H", "H", "H", "H", "H", "H", "H", "H", "H", "H", "H", "H", "H", "H", "H", "H", "H", "H", "H", "H", "H", "H", "H", "H", "H", "H", "C", "C", "C", "C", "C", "C", "O", "N", "C", "O", "N", "C", "O", "H", "H", "H", "H", "H", "H", "H", "H", "H", "H", "H", "O", "C", "O", "C", "C", "C", "C", "C", "C", "N", "O", "O", "H", "H", "H", "H"],
  "coordinates": [[-0.24914, 1.28863, 0.42242], [2.51748, -1.90804, -5.19440], [1.58357, -1.79875, -4.08761], [0.31916, -1.15617, -4.38444], [1.81736, -2.37860, -2.86601], [1.24296, -1.89844, -1.80928], [1.17835, -2.72410, -0.63259], [0.20714, -2.23073, 0.43248], [0.54411, -1.08256, 1.36173], [-0.13953, -1.28231, 2.56953], [-2.18364, 0.22845, 2.58673], [-2.12378, 0.49066, 1.17784], [-3.31712, 0.94282, 0.68335], [-3.97103, 1.95177, 1.28730], [-3.24808, 3.06698, 1.89575], [-5.42838, 2.04921, 1.36525], [-3.85877, 0.32481, -0.36106], [-4.80565, 0.98160, -1.26584], [-3.42913, -1.03279, -0.73430], [1.96395, -0.69875, 1.53361], [2.48662, 0.10373, 0.35412], [1.80070, 1.39932, 0.13699], [2.55649, 2.49796, -0.03627], [3.72146, 2.63580, 0.63946], [3.81574, 2.28495, 2.04764], [4.88925, 3.29868, 0.07247], [2.23194, 3.44830, -0.91233], [2.55131, 4.85190, -0.66302], [1.29878, 3.21404, -2.00758], [2.65775, -3.47647, -2.88956], [2.51132, -4.52613, -3.88506], [3.74874, -3.63662, -1.94874], [2.60363, -0.93314, -5.67852], [2.19354, -2.62737, -5.95312], [3.50011, -2.19667, -4.83217], [-0.28721, -1.78057, -5.05120], [0.48780, -0.19778, -4.88327], [-0.20822, -0.97939, -3.45530], [2.14686, -2.92588, -0.16447], [0.76840, -3.70743, -0.90005], [0.04804, -3.10704, 1.06796], [-0.73365, -1.98040, -0.06128], [0.48945, -1.56845, 3.40418], [-0.96274, -1.97902, 2.45231], [-2.56639, 1.03742, 3.19930], [-2.75891, -0.67431, 2.80004], [-2.20129, 3.04013, 1.60796], [-3.34339, 3.06377, 2.98483], [-3.67189, 3.99897, 1.52179], [-5.89124, 1.10700, 1.08827], [-5.81986, 2.84887, 0.73523], [-5.69814, 2.26866, 2.39902], [-4.73657, 2.06103, -1.16182], [-5.82947, 0.65479, -1.08441], [-4.54311, 0.72365, -2.28860], [-2.43862, -1.02414, -1.18277], [-4.14496, -1.43113, -1.44934], [-3.41756, -1.68012, 0.14050], [2.59832, -1.57995, 1.66761], [2.02675, -0.10411, 2.44766], [2.30836, -0.47485, -0.55149], [3.55919, 0.24101, 0.46796], [2.87703, 1.84573, 2.37956], [4.00753, 3.18232, 2.64158], [4.63030, 1.57806, 2.22503], [4.79134, 3.36900, -1.00755], [5.77007, 2.69563, 0.29914], [5.04742, 4.29620, 0.48816], [2.85409, 4.98979, 0.37085], [1.65058, 5.44142, -0.82960], [3.33553, 5.21261, -1.33030], [1.25879, 2.15436, -2.24381], [1.65024, 3.76176, -2.88245], [0.30328, 3.57626, -1.74495], [1.60496, -4.36580, -4.46350], [2.42478, -5.49416, -3.38601], [3.36678, -4.57216, -4.56492], [3.96120, -2.68609, -1.46154], [4.64665, -3.93934, -2.49273], [3.54926, -4.39858, -1.18749], [1.83190, -0.43001, 5.71752], [1.67973, 1.02854, 5.30279], [0.23718, 1.48635, 4.87850], [-0.79870, 0.98707, 5.90711], [-2.14094, 1.72229, 5.93098], [0.33512, 3.01915, 4.96355], [0.31242, 3.59774, 6.01579], [0.55081, 3.70698, 3.77752], [0.42944, 3.20900, 2.49581], [0.60141, 3.91440, 1.51164], [0.08726, 1.89152, 2.36883], [-0.07062, 1.10695, 3.45909], [-0.85539, -0.05314, 3.15834], [2.86702, -0.61465, 6.00379], [1.59015, -1.12622, 4.91490], [1.20759, -0.67213, 6.57644], [2.36291, 1.25437, 4.47836], [1.97459, 1.65895, 6.14345], [-0.34359, 1.09137, 6.89169], [-0.96492, -0.07849, 5.73840], [-2.01684, 2.76116, 6.22728], [-2.80192, 1.24763, 6.65568], [-2.64996, 1.70605, 4.96493], [0.68667, 4.70592, 3.85974], [-1.80136, 2.69970, -0.98045], [-1.59049, 1.80549, -1.82306], [-0.84186, 0.80123, -1.51551], [-2.14521, 1.85947, -3.19681], [-2.52729, 3.08003, -3.74712], [-2.99818, 3.13797, -5.05036], [-3.10132, 1.97942, -5.80755], [-2.72716, 0.77632, -5.23465], [-2.24170, 0.69634, -3.94692], [-2.82824, -0.47150, -6.02237], [-3.13846, -0.37267, -7.18781], [-2.59626, -1.51629, -5.43982], [-2.45118, 3.97727, -3.14425], [-3.28499, 4.08822, -5.48074], [-3.46288, 1.99221, -6.82595], [-1.94477, -0.26198, -3.54670]],
  "forces_ev_per_a": [[0.262, -0.760, 0.001], [-0.091, 0.073, 0.008], [0.053, -0.175, 0.055], [0.192, -0.146, -0.044], [-0.071, -0.073, -0.272], [0.059, 0.453, 0.228], [0.131, 0.009, -0.099], [-0.171, -0.111, -0.077], [0.090, 0.144, -0.317], [0.059, -0.245, 0.070], [-0.304, -0.076, -0.004], [0.816, 0.351, -0.373], [-0.429, -0.033, 0.059], [0.021, 0.086, 0.013], [-0.022, -0.024, 0.004], [0.005, 0.013, 0.002], [0.156, -0.075, -0.107], [-0.057, 0.009, -0.011], [-0.002, 0.064, 0.062], [-0.020, 0.018, -0.040], [-0.266, -0.046, -0.198], [-0.704, -0.155, 0.112], [0.254, 0.088, -0.146], [-0.040, 0.128, 0.148], [0.037, -0.065, -0.048], [0.076, -0.036, 0.043], [-0.212, -0.061, -0.003], [0.017, 0.068, -0.010], [0.078, 0.001, 0.001], [0.002, -0.022, 0.078], [0.047, 0.007, 0.050], [-0.110, -0.001, -0.050], [0.013, -0.003, 0.008], [-0.008, 0.011, 0.029], [0.002, -0.009, -0.002], [0.089, 0.065, 0.085], [0.026, 0.047, 0.057], [0.140, -0.064, 0.046], [0.085, -0.003, 0.068], [0.122, -0.105, 0.100], [-0.081, -0.014, 0.001], [-0.019, 0.064, 0.109], [0.066, 0.056, 0.152], [-0.086, 0.059, 0.038], [0.080, 0.127, 0.051], [0.007, -0.089, 0.055], [-0.015, -0.010, -0.012], [-0.025, -0.019, 0.007], [-0.018, -0.005, -0.001], [0.032, -0.004, 0.012], [0.021, -0.016, -0.022], [0.025, 0.005, -0.002], [0.034, -0.013, 0.031], [0.006, 0.005, 0.009], [0.060, -0.039, -0.017], [0.032, 0.052, -0.069], [-0.024, 0.030, 0.032], [-0.011, 0.020, 0.016], [-0.012, -0.055, -0.002], [-0.026, -0.078, 0.028], [0.118, -0.105, -0.141], [0.048, 0.096, 0.019], [0.048, 0.050, -0.033], [0.011, 0.001, -0.012], [-0.028, -0.009, -0.009], [-0.016, -0.006, 0.025], [-0.017, -0.008, -0.002], [-0.034, -0.015, -0.010], [-0.031, -0.012, -0.036], [-0.018, -0.032, 0.019], [-0.029, -0.020, -0.012], [-0.001, -0.037, 0.001], [0.021, -0.004, 0.016], [0.029, 0.028, 0.008], [0.015, -0.001, -0.006], [0.001, 0.004, 0.008], [-0.013, 0.005, -0.016], [-0.012, 0.007, 0.027], [0.006, 0.015, 0.007], [-0.001, 0.012, 0.002], [-0.042, 0.109, -0.009], [-0.040, -0.088, -0.010], [0.047, -0.012, 0.037], [-0.153, 0.164, -0.060], [0.126, -0.083, -0.038], [0.024, -0.035, -0.003], [0.000, 0.015, -0.039], [-0.089, -0.052, 0.107], [-0.091, -0.015, 0.027], [0.028, -0.008, -0.010], [-0.078, 0.388, -0.043], [0.281, -0.221, 0.220], [-0.180, 0.197, -0.226], [-0.015, -0.024, -0.010], [0.024, -0.035, -0.011], [0.022, -0.020, -0.017], [0.018, 0.041, 0.038], [-0.018, 0.011, -0.004], [0.031, -0.050, -0.001], [0.070, -0.027, 0.057], [0.005, 0.018, 0.010], [-0.011, 0.014, -0.032], [-0.019, 0.014, 0.049], [0.031, 0.025, -0.002], [-0.082, -0.013, -0.063], [0.023, 0.120, 0.011], [-0.011, 0.012, 0.242], [0.070, 0.047, -0.045], [-0.078, 0.035, 0.062], [-0.014, 0.043, 0.010], [-0.007, -0.072, -0.090], [0.015, 0.086, 0.055], [-0.043, -0.158, 0.033], [-0.139, -0.087, -0.110], [0.075, 0.014, 0.168], [-0.116, 0.168, -0.066], [0.007, -0.032, -0.038], [0.001, -0.036, 0.002], [-0.004, 0.023, 0.002], [-0.134, 0.130, -0.001]],
  "total_charge": 2,
  "spin_multiplicity": 5,
  "mol_weight_g_mol": 980.21,
  "e_lumo_ha": [-0.1662, -0.2268]
}